Run A
C23H22IN13SSeTi | ωB97M-V/def2-TZVPD

Computed properties:
E_HOMO (alpha / beta) = -5.95 / -7.25 eV
Spin multiplicity = 3
Kohn-Sham gap (alpha / beta) = 5.55 / 6.76 eV

Last column: natural (NBO) charge in e.
Atoms and positions in Å:
Ti  0.3510  -0.8927  0.1650  1.097
N  3.2917  -3.9278  1.6050  -0.804
C  2.5172  -2.8164  1.4480  0.299
S  0.7890  -3.0293  1.5028  -0.336
N  3.1440  -1.6869  1.2662  -0.435
N  2.2874  -0.6445  1.0136  -0.372
C  2.7569  0.5455  1.2454  0.004
C  1.8111  1.6214  1.1472  0.129
C  2.0812  2.9099  1.6164  -0.219
C  1.0685  3.8417  1.6323  -0.182
C  -0.1980  3.4671  1.1836  -0.208
C  -0.3848  2.1824  0.7261  0.056
N  0.5873  1.2613  0.6989  -0.537
H  2.8610  -4.7361  2.0160  0.398
H  4.2723  -3.7760  1.7769  0.395
H  3.7722  0.6876  1.5991  0.205
H  3.0766  3.1480  1.9671  0.221
H  1.2486  4.8461  1.9916  0.221
H  -1.0216  4.1664  1.1712  0.219
H  -1.3455  1.8588  0.3433  0.205
N  -0.0293  -0.1963  3.4939  -0.753
C  -1.2371  -0.2004  2.9210  0.631
N  -2.2768  0.2736  3.6028  -0.572
C  -3.4428  0.2192  2.9629  0.601
N  -4.5100  0.7660  3.5689  -0.767
N  -3.6545  -0.3477  1.7576  -0.558
C  -2.5519  -0.7732  1.1721  0.457
N  -1.3173  -0.6785  1.6573  -0.620
C  -2.6792  -1.4658  -0.1373  0.143
C  -3.9238  -1.8074  -0.6411  -0.196
C  -3.9820  -2.5057  -1.8350  -0.154
C  -2.8013  -2.8292  -2.4809  -0.227
C  -1.6017  -2.4333  -1.9163  0.087
N  -1.5362  -1.7689  -0.7637  -0.477
H  0.0236  0.0312  4.4710  0.411
H  0.6858  -0.7774  3.0733  0.434
H  -4.4133  1.1288  4.4991  0.410
H  -5.4151  0.6641  3.1490  0.409
H  -4.8106  -1.5253  -0.0943  0.246
H  -4.9374  -2.7907  -2.2552  0.224
H  -2.7969  -3.3681  -3.4176  0.230
H  -0.6580  -2.6326  -2.4055  0.224
I  3.7172  -5.3494  -3.2109  0.180
C  2.9462  -3.5690  -2.5257  -0.307
C  3.3562  -2.2961  -2.8563  -0.042
N  2.5846  -1.4551  -2.1552  -0.312
N  1.6914  -2.0990  -1.3981  -0.321
C  1.8969  -3.3922  -1.6142  -0.050
H  4.1136  -1.9426  -3.5342  0.234
H  2.4368  -0.4539  -2.2716  0.455
H  1.3267  -4.1299  -1.0743  0.245
Se  0.0891  0.4787  -2.4201  -0.319
C  0.0839  2.3782  -2.3598  -0.118
C  -1.0901  3.1069  -2.1774  -0.307
C  -1.0462  4.4920  -2.1601  0.029
N  0.0675  5.2066  -2.3040  -0.444
C  1.1888  4.5100  -2.4937  0.032
C  1.2479  3.1267  -2.5348  -0.298
H  -2.0408  2.5987  -2.0708  0.218
H  -1.9629  5.0569  -2.0185  0.184
H  2.0962  5.0917  -2.6221  0.186
H  2.1968  2.6318  -2.6958  0.215

=====

Run B
C23H22IN13SSeTi | ωB97M-V/def2-TZVPD

Computed properties:
E_HOMO (alpha / beta) = -5.87 / -7.49 eV
Spin multiplicity = 3
Kohn-Sham gap (alpha / beta) = 4.90 / 6.46 eV

Last column: natural (NBO) charge in e.
Atoms and positions in Å:
Ti  -0.0031  -0.8693  -0.0719  1.276
N  -0.9845  -4.4826  2.1891  -0.810
C  -0.4523  -3.6050  1.2999  0.287
S  -1.4674  -3.0410  0.0114  -0.302
N  0.7874  -3.2304  1.4125  -0.417
N  1.1387  -2.2917  0.4981  -0.463
C  2.2741  -2.4138  -0.1665  0.019
C  2.3663  -1.6473  -1.3467  0.119
C  3.5151  -1.5569  -2.1611  -0.220
C  3.4916  -0.7581  -3.2726  -0.173
C  2.3165  -0.0555  -3.5805  -0.290
C  1.2209  -0.1978  -2.7633  0.096
N  1.2131  -0.9732  -1.6740  -0.620
H  -1.8330  -4.9426  1.9025  0.399
H  -0.3423  -5.0089  2.7566  0.395
H  3.0188  -3.1466  0.1272  0.219
H  4.4018  -2.0959  -1.8668  0.222
H  4.3651  -0.6494  -3.8942  0.218
H  2.2796  0.6065  -4.4272  0.221
H  0.3031  0.3450  -2.9526  0.214
N  -1.8353  -1.1387  -2.8520  -0.765
C  -2.3861  -0.3340  -1.9127  0.645
N  -3.5081  0.3002  -2.2090  -0.575
C  -3.9671  1.1403  -1.2625  0.612
N  -5.0740  1.8391  -1.5599  -0.762
N  -3.4144  1.3302  -0.0719  -0.555
C  -2.3144  0.6082  0.1757  0.462
N  -1.7222  -0.1924  -0.7588  -0.677
C  -1.7620  0.5475  1.4877  0.122
C  -2.1853  1.3903  2.5303  -0.190
C  -1.7202  1.1692  3.7992  -0.176
C  -0.8420  0.0931  4.0154  -0.174
C  -0.4079  -0.6496  2.9400  0.052
N  -0.8322  -0.4444  1.6894  -0.512
H  -2.4255  -1.3607  -3.6363  0.413
H  -1.1841  -1.8489  -2.5293  0.426
H  -5.5718  1.6098  -2.4015  0.413
H  -5.5348  2.3412  -0.8219  0.409
H  -2.8545  2.2008  2.2867  0.242
H  -2.0228  1.8050  4.6159  0.225
H  -0.4819  -0.1388  5.0039  0.221
H  0.3210  -1.4469  3.0783  0.244
I  -3.7889  4.3536  -3.5827  0.162
C  -2.2793  3.6082  -2.3583  -0.283
C  -2.0143  3.9625  -1.0536  -0.073
N  -0.9835  3.1927  -0.6737  -0.329
N  -0.5788  2.3733  -1.6361  -0.248
C  -1.3493  2.6136  -2.6783  -0.092
H  -2.4845  4.6789  -0.4128  0.230
H  -0.4924  3.1697  0.2109  0.441
H  -1.2163  2.1075  -3.6134  0.221
Se  1.3286  1.3175  0.3756  -0.266
C  2.7453  0.5576  1.4314  -0.113
C  3.8990  0.1007  0.8029  -0.292
C  4.8679  -0.5098  1.5799  0.034
N  4.7765  -0.6461  2.8932  -0.435
C  3.7117  -0.1391  3.4914  0.035
C  2.6689  0.4742  2.8171  -0.299
H  4.0235  0.2393  -0.2637  0.230
H  5.7663  -0.9154  1.1308  0.185
H  3.6955  -0.2350  4.5702  0.184
H  1.8202  0.8898  3.3424  0.218

=====

The structure with the most favorable energy is run A; the runner-up is 2.176 eV above it.